# 1
ORCA calculation (ωB97M-V with the def2-TZVPD basis set) on a structure of composition C11H11O3PPt.

Last column: Mulliken spin population.
Cartesian coordinates (Å):
O 0.332 3.741 -4.460  0.037
C 0.473 3.032 -3.558  0.189
Pt 0.978 1.857 -2.096  0.435
C 1.724 3.243 -0.979  0.072
C 1.935 0.577 -3.144  0.083
O 2.193 4.122 -0.384  0.026
O 2.493 -0.182 -3.823  0.025
C 0.709 -1.649 -1.056  0.029
P 0.092 0.034 -0.636  0.165
C -1.553 0.003 -1.405  0.037
C -0.320 -0.280 1.161  0.261
C 0.746 -0.370 2.071  0.005
C 0.548 -0.871 3.362  0.181
C -0.742 -1.264 3.769  0.249
C -1.812 -1.109 2.890  0.122
C -1.619 -0.587 1.606  0.081
H 0.898 -1.746 -2.133  0.004
H -0.008 -2.425 -0.728  0.000
H 1.643 -1.823 -0.502  -0.001
H -2.142 -0.866 -1.088  0.007
H -2.063 0.929 -1.117  0.002
H -1.434 0.027 -2.495  -0.018
H 1.744 -0.056 1.741  0.000
H 1.385 -0.934 4.059  0.006
H -0.907 -1.589 4.801  -0.004
H -2.827 -1.368 3.214  0.007
H -2.465 -0.446 0.930  0.000

Values from the calculation:
- total charge = +2
- gap between HOMO and LUMO (alpha / beta) (eV) = 7.950 / 5.613
- spin multiplicity = 3
- expectation value of S² = 2.02

# 2
ORCA calculation (ωB97M-V with the def2-TZVPD basis set) on a structure of composition C11H12AsN2NdO5S.

Last column: Mulliken spin population.
Cartesian coordinates (Å):
Nd -1.083 -0.231 -1.265  3.009
O 2.896 -1.048 0.327  -0.002
C 1.974 -0.701 -0.385  0.000
O 0.811 -1.269 -0.501  0.001
C 2.078 0.587 -1.182  0.000
C 3.262 1.246 -1.462  0.000
C 3.188 2.444 -2.166  0.000
C 1.957 2.961 -2.541  0.000
C 0.819 2.239 -2.217  0.003
N 0.912 1.086 -1.568  0.001
C -0.598 2.692 -2.526  -0.003
O -0.790 3.821 -2.917  -0.001
O -1.482 1.773 -2.264  -0.002
H 4.198 0.826 -1.124  0.000
H 4.098 2.977 -2.412  0.000
H 1.851 3.899 -3.068  0.000
S 0.320 -1.143 -4.379  -0.002
C -0.938 -1.704 -3.521  -0.004
N -1.780 -1.914 -2.715  0.001
C -3.307 -1.697 2.763  0.000
As -1.587 -1.045 2.276  -0.001
C -0.878 0.032 3.672  0.000
C -0.425 -2.531 2.026  0.001
O -1.741 -0.090 0.880  0.000
H -3.218 -2.333 3.643  0.000
H -3.704 -2.276 1.931  0.000
H -3.972 -0.862 2.968  0.000
H -0.772 -0.573 4.572  0.000
H -1.547 0.869 3.855  0.000
H 0.097 0.404 3.364  0.000
H -0.500 -3.143 2.926  0.000
H 0.593 -2.186 1.854  0.000
H -0.733 -3.110 1.158  0.000

Values from the calculation:
- gap between HOMO and LUMO (alpha / beta) (eV) = 8.356 / 8.366
- relative energy (zero: lowest compared OMol25 entry of this formula, charge and spin) (eV) = 0.098
- spin multiplicity = 4
- expectation value of S² = 3.75

Respective E_tot values: -30244.493 -111774.297 eV.